No. 1
16
Properties=species:S:1:pos:R:3:forces:R:3 method="wB97M-V/def2-TZVPD" homo_energy_ev=-11.52 orbital_gap_ev=12.6817 fmax_ev_per_a=2.47 smiles=CC.CC relative_energy_kcal_mol=10.58 charge=0
C -0.719 -0.374 -1.459 -1.1346 -1.2713 0.5570
C -0.487 -1.899 -1.282 1.8248 0.5419 1.5679
H -1.801 -0.219 -1.329 0.2261 0.3219 -0.3071
H -0.237 0.203 -0.663 0.1460 -0.0796 -0.7055
H -0.437 -0.125 -2.483 0.1304 0.4601 0.3099
H 0.623 -2.037 -1.170 -0.8384 -0.1020 0.0184
H -0.945 -2.372 -0.366 0.2283 0.6485 -1.0745
H -0.723 -2.430 -2.173 -0.6175 -0.5504 -0.5895
C 0.248 0.524 1.689 0.7982 0.1822 -0.8534
C 0.935 1.749 1.051 -0.0221 0.4916 0.6498
H -0.801 0.563 1.406 -0.0585 -0.6016 0.2369
H 0.780 -0.361 1.326 -0.6678 -0.2261 0.0727
H 0.367 0.543 2.764 -0.2063 -0.0035 0.2229
H 0.240 2.354 0.449 0.3460 -0.1954 0.1877
H 1.266 2.336 1.904 0.1117 0.6090 -0.2435
H 1.836 1.545 0.468 -0.2665 -0.2254 -0.0497

No. 2
55
Properties=species:S:1:pos:R:3:forces:R:3 method="wB97M-V/def2-TZVPD" homo_energy_ev="-10.08 / -12.72" multiplicity=5 orbital_gap_ev="6.1689 / 6.6207" fmax_ev_per_a=4.80 s2=6.098 charge=+1
O 0.217 -1.232 -3.255 -0.8644 -0.1754 0.1492
H -0.292 -1.585 -3.997 -0.1696 0.0496 -0.1030
Rh -0.066 -0.013 0.006 1.9059 -0.7369 1.0045
N 1.410 -1.030 -0.813 -0.0865 -0.3649 -0.3167
N -0.752 -1.824 0.342 0.0104 -0.2285 0.1138
N 0.713 1.848 -0.172 1.2595 -2.1183 -1.7900
N -1.315 1.011 1.149 -1.2721 -2.9519 -0.3107
O 2.473 -0.521 -1.229 -0.7119 -0.6574 0.2022
O 1.848 2.209 -0.810 -0.7825 -0.4797 0.1307
O -2.250 0.447 1.933 0.4250 -0.0565 -0.3161
O -1.740 -2.059 1.114 0.7667 -0.1351 -0.9242
C -0.056 -2.810 -0.309 -0.4440 0.8370 -0.0854
C 1.156 -2.381 -0.911 -0.4497 0.4676 -0.4130
C 0.049 2.793 0.501 -3.3287 1.1666 3.0584
C -1.090 2.320 1.270 2.6290 3.8259 -1.2112
C 2.062 -3.172 -1.775 0.1569 -0.3896 0.1861
H 2.060 -2.731 -2.781 0.0683 -0.0314 0.2882
H 1.731 -4.208 -1.843 0.1829 0.1096 0.0137
H 3.083 -3.129 -1.380 -0.1268 -0.0633 -0.1680
C -0.670 -4.156 -0.395 0.3625 -0.5347 0.0997
H -1.648 -4.131 -0.896 0.2617 0.1863 0.1809
H -0.821 -4.568 0.610 -0.0340 0.0128 -0.1951
H -0.008 -4.813 -0.959 -0.2144 -0.0829 0.1433
C 0.560 4.186 0.609 -0.1909 0.0718 -0.0478
C -1.884 3.193 2.193 0.1193 0.0454 -0.0374
H 1.234 4.412 -0.218 -0.1154 0.0783 0.1344
H 1.103 4.304 1.554 0.0311 0.0367 -0.0691
H -0.280 4.884 0.615 0.1669 0.0320 -0.0284
H -2.514 2.580 2.845 0.1137 0.2223 -0.2041
H -2.517 3.894 1.627 0.1415 -0.2157 0.1817
H -1.197 3.780 2.816 -0.1801 -0.0809 -0.1104
H 2.150 1.382 -1.294 -0.1097 0.3759 0.3148
H -2.184 -0.557 1.744 0.0019 0.6427 -0.0928
C -1.154 0.035 -1.655 -1.3165 1.6057 1.3525
H -0.573 -0.623 -2.603 1.0672 -0.8724 -0.7714
H -1.253 1.060 -2.019 0.1142 -0.1434 -0.4322
H -2.150 -0.390 -1.502 0.1368 -0.3025 -0.3308
O 1.874 0.700 -3.820 -0.7412 -1.1010 0.5451
H 1.221 -0.081 -3.670 1.2076 1.6471 -0.3817
H 1.331 1.486 -3.906 -0.1203 0.0895 -0.1950
N 2.824 1.870 5.868 -0.3188 0.0718 -0.6780
C 2.241 1.958 4.641 -0.0696 1.7805 0.4616
O 1.831 3.046 4.193 0.5898 -2.0744 0.3943
C 2.119 0.669 3.890 -0.2946 -0.1349 -0.8468
C 2.567 -0.592 4.305 -0.1746 0.6953 -0.0672
C 2.307 -1.678 3.492 -0.1561 -0.4909 -0.4318
C 1.596 -1.504 2.307 0.2068 0.2277 0.6156
N 1.179 -0.302 1.902 0.1327 0.2523 -0.0272
C 1.474 0.762 2.651 0.1568 -0.4125 0.4893
H 2.895 2.720 6.403 0.0363 -0.0637 0.0798
H 3.097 0.993 6.275 0.0202 0.1804 0.0814
H 3.113 -0.715 5.238 -0.1208 -0.1185 -0.1990
H 2.627 -2.685 3.745 0.0101 0.2461 0.0894
H 1.355 -2.347 1.673 0.0550 0.0206 0.1220
H 1.170 1.721 2.258 0.0567 0.0399 0.3518

No. 3
136
Properties=species:S:1:pos:R:3:forces:R:3 method="wB97M-V/def2-TZVPD" homo_energy_ev=-9.53 orbital_gap_ev=9.5134 fmax_ev_per_a=9.08 relative_energy_kcal_mol=171.67 charge=0
C -3.448 -7.351 -2.060 0.6160 -1.4183 0.5078
O -3.073 -8.389 -1.566 0.4757 -0.8150 1.4469
N -4.016 -7.346 -3.238 -1.5317 1.2523 -3.1217
N -3.304 -6.137 -1.516 0.7501 1.5165 1.5644
H -4.011 -6.440 -3.685 -0.5643 -0.5050 -0.5524
H -4.344 -8.173 -3.716 0.4038 0.2745 0.2909
H -2.750 -6.114 -0.671 -0.1774 0.1583 -0.2331
H -3.603 -5.262 -1.921 0.0121 -0.3990 0.0500
C -4.954 -2.129 -4.723 -0.1018 -3.6787 -5.5137
O -5.072 -2.947 -5.647 -0.0934 -0.0095 0.5455
N -3.906 -2.066 -3.972 3.6080 -0.3502 3.0745
N -5.729 -1.133 -4.556 -4.2176 4.5947 1.5924
H -3.091 -2.473 -4.408 0.1292 0.0771 0.5280
H -3.858 -1.176 -3.499 1.1354 -0.3848 0.0522
H -6.418 -0.773 -5.200 0.1005 -0.7457 0.1794
H -5.631 -0.667 -3.665 -0.4866 0.4691 -0.3766
C 0.135 -4.271 6.572 -2.6302 0.5620 0.4269
O -0.888 -4.439 7.181 -1.4621 -0.7419 0.5285
N 1.305 -4.704 6.928 4.9864 -1.5874 2.5140
N 0.216 -3.592 5.428 -0.1841 1.5083 -2.5030
H 1.424 -5.174 7.814 -0.6171 0.0826 0.0724
H 2.046 -4.023 6.842 0.2683 -0.2059 -0.4620
H 1.159 -3.538 5.072 -0.3055 -0.1023 -0.6138
H -0.494 -3.864 4.763 0.0255 0.5249 -0.0386
C 5.770 4.483 -0.885 2.5898 -1.3726 -0.4228
O 6.379 3.502 -1.165 1.8966 -2.7177 -1.3656
N 4.552 4.571 -0.640 -8.8127 -1.7240 1.3256
N 6.209 5.680 -0.714 4.4637 5.1247 0.1564
H 3.995 3.731 -0.702 -0.2943 0.4357 0.3378
H 4.210 5.471 -0.333 -0.9959 -0.8539 -0.3872
H 5.704 6.180 0.004 1.2065 0.6647 -0.3167
H 7.180 5.828 -0.947 -0.1253 0.4321 0.6613
C 4.085 -4.686 2.676 0.3114 0.2208 -4.0677
O 3.934 -3.848 3.464 -0.1349 4.4699 4.0684
N 4.481 -4.519 1.397 1.8028 1.2358 -2.8595
N 3.652 -5.880 2.806 -1.9713 -5.9500 1.8564
H 4.869 -5.287 0.868 -0.1973 0.0128 0.2690
H 4.816 -3.637 1.038 -0.0495 0.0444 0.5932
H 3.126 -6.071 3.647 0.2019 -0.2424 -0.1793
H 3.585 -6.531 2.037 -0.0721 0.2382 0.3692
C -6.208 4.227 -0.983 0.7786 -1.5576 -0.3728
C -5.587 2.981 -0.302 -1.1930 0.0769 1.1366
C -6.581 2.229 0.673 0.4847 0.6701 -0.5524
O -5.064 2.051 -1.220 -0.2504 -0.5821 -0.4654
H -7.143 3.934 -1.463 -0.4889 0.3828 0.6010
H -5.598 4.434 -1.862 0.4012 0.5210 0.1790
H -6.202 5.053 -0.272 -0.5132 0.0602 -0.3432
H -4.755 3.301 0.325 0.0450 0.3021 0.1770
H -7.265 1.515 0.215 0.5107 -0.2438 -0.5053
H -7.295 2.905 1.143 0.3985 0.4515 0.1811
H -5.984 1.747 1.448 -0.2365 -0.1830 -0.0300
H -4.342 2.471 -1.695 0.1049 0.0604 -0.0672
C 1.424 -4.961 -7.286 0.9111 0.2889 -0.2587
C 0.708 -3.886 -6.488 0.4084 -0.9455 -0.8700
C -0.347 -3.221 -7.282 0.2386 1.8162 -1.5360
O 0.119 -4.423 -5.405 -1.3100 -1.6705 3.5728
H 2.195 -5.462 -6.701 0.2652 0.3838 0.1205
H 1.867 -4.414 -8.119 0.3217 -0.5485 -0.2853
H 0.840 -5.805 -7.654 -0.6813 0.3834 -0.1593
H 1.452 -3.219 -6.050 0.0877 0.4954 -0.5868
H 0.157 -2.953 -8.211 -0.4476 0.4299 -0.4060
H -0.691 -2.301 -6.809 0.0364 0.0390 0.0772
H -1.248 -3.778 -7.542 0.2933 -0.5646 0.2530
H -0.325 -5.234 -5.662 -0.1683 -0.0832 0.1073
C 1.551 2.821 6.641 0.1407 0.4410 -0.1597
C 0.835 1.611 7.213 2.1521 -1.9728 -1.5059
C 1.700 0.498 7.832 0.6894 0.3231 -0.8013
O 0.042 2.098 8.183 -2.7175 0.9505 1.7476
H 2.175 2.813 5.748 0.5150 -1.0723 0.3204
H 2.087 3.175 7.522 0.3628 0.5283 -0.3155
H 0.860 3.596 6.310 -0.5601 -0.0650 0.6213
H 0.292 0.985 6.505 -0.5471 0.6635 -0.7515
H 1.068 -0.256 8.301 -0.1351 0.0787 -0.0404
H 2.427 0.841 8.568 0.0413 0.1452 -0.0524
H 2.196 0.041 6.976 0.4509 -0.3451 0.2178
H -0.713 1.506 8.158 -0.4402 0.2860 0.7105
C -0.366 0.026 0.966 0.3093 -0.2274 0.0459
C 0.790 -0.722 0.306 -1.5546 -0.1509 2.2866
C 0.285 -2.036 -0.248 0.7705 -0.7517 -1.1175
O 1.424 0.138 -0.561 0.5948 0.4097 -1.5472
H -1.135 0.377 0.278 0.1293 -0.2223 -0.3862
H -0.008 0.913 1.489 -0.0493 -0.2113 0.3394
H -0.824 -0.727 1.607 -0.2004 0.4601 0.4677
H 1.522 -0.958 1.079 -0.0450 -0.1896 0.4556
H 1.041 -2.323 -0.978 -0.2873 -0.1508 -0.6511
H -0.712 -2.015 -0.689 0.1211 0.3121 -0.2756
H 0.301 -2.919 0.392 -0.0381 0.4511 0.7696
H 2.257 -0.296 -0.761 0.2724 0.2861 -0.4103
C -0.230 7.106 0.473 -0.5099 -1.0421 0.1643
C 0.453 7.877 -0.661 -1.8102 0.7251 1.2397
C 0.010 9.302 -0.808 -1.7694 0.0649 -0.3593
O 1.761 8.020 -0.237 2.1009 -0.5097 -0.5016
H 0.047 7.468 1.463 0.5332 0.1712 -0.2090
H 0.038 6.053 0.398 0.5544 -0.0526 0.1614
H -1.309 6.998 0.581 -0.3376 0.6987 -0.9261
H 0.295 7.464 -1.658 0.3728 -0.8766 0.0478
H 0.271 9.890 0.071 -0.2451 0.0375 0.0122
H -1.066 9.257 -0.979 -0.1812 0.6374 0.1133
H 0.447 9.731 -1.710 0.1627 0.1654 0.0034
H 1.947 8.881 -0.618 1.1851 -0.0736 0.2489
C -5.842 0.914 7.295 -0.2122 -0.6966 0.0520
C -5.363 -0.462 7.776 0.8984 0.3074 -1.4837
C -5.203 -1.456 6.636 -2.1645 -0.2285 -1.1161
O -4.020 -0.404 8.185 0.6342 0.7835 1.9339
H -5.879 1.727 8.019 0.4997 -0.2982 0.3447
H -6.892 0.757 7.047 -0.0178 0.1679 -0.6004
H -5.238 1.217 6.440 -0.2404 0.1107 -0.0951
H -6.068 -0.815 8.529 0.1790 -0.2328 0.3348
H -4.916 -2.462 6.942 -0.0693 0.0368 0.3636
H -4.500 -1.167 5.855 0.1532 0.4849 0.3590
H -6.169 -1.526 6.137 -0.1972 -0.4544 -0.2799
H -3.829 -1.318 8.405 0.6058 0.0184 0.1729
C -0.495 4.757 -5.924 -0.0636 -1.8548 -0.3074
C -0.258 3.312 -5.327 2.4437 0.6246 0.1986
C 1.242 2.964 -5.167 0.4349 0.7350 -1.8420
O -0.712 3.146 -4.035 -1.6695 0.3801 2.0563
H 0.179 5.550 -5.599 -0.2624 -0.1790 0.7530
H -1.561 4.958 -5.813 0.1575 0.4860 0.1732
H -0.295 4.708 -6.994 -0.1504 -0.2051 -0.1969
H -0.744 2.521 -5.900 -0.0135 0.3419 -0.7247
H 1.690 3.232 -6.124 0.5174 -0.8106 -0.2251
H 1.443 1.948 -4.828 -0.2786 -0.2763 -0.6119
H 1.844 3.562 -4.483 -0.7115 0.6495 0.4097
H 0.046 2.847 -3.528 -0.4258 0.0836 0.3638
C 8.620 -2.333 -1.900 0.1609 -0.3083 -0.1327
C 7.470 -2.162 -2.911 1.9187 2.2465 -0.1450
C 7.060 -3.395 -3.627 -1.0253 -0.9162 0.3139
O 6.435 -1.531 -2.185 -1.5692 -0.6097 0.2931
H 8.185 -2.842 -1.040 0.1127 -0.3447 -0.0097
H 9.034 -1.416 -1.482 -0.3663 0.4031 -0.3278
H 9.496 -2.871 -2.261 -0.1780 -0.3186 -0.1951
H 7.704 -1.440 -3.693 0.6845 0.1256 -0.1459
H 7.620 -3.690 -4.514 0.6697 0.3192 0.3689
H 6.060 -3.254 -4.039 -0.2725 -0.1057 0.3749
H 7.085 -4.201 -2.894 -0.3522 -0.4397 -0.2860
H 6.642 -0.604 -2.048 0.1837 -0.0255 -0.0684

No. 4
8
Properties=species:S:1:pos:R:3:forces:R:3 method="wB97M-V/def2-TZVPD" homo_energy_ev="-4.41 / -4.42" orbital_gap_ev="7.8344 / 7.8392" fmax_ev_per_a=3.58 smiles="N#CN([O-])S[N+](=O)[O-]" relative_energy_kcal_mol=71.03 charge=-1
N -2.325 1.442 0.391 -0.6245 1.0703 -0.0271
C -1.816 0.429 0.234 0.2789 -0.4507 0.1473
N -1.293 -0.845 0.339 0.2594 -0.4197 -0.6606
O -1.679 -1.701 -0.502 -0.9423 -0.2069 -0.2483
S 0.579 -0.703 0.414 0.4707 -1.3674 1.7837
N 1.910 0.263 -0.200 -0.6315 -1.6162 1.4146
O 1.618 1.168 -0.892 0.3230 2.8069 -2.1951
O 3.005 -0.053 0.216 0.8662 0.1836 -0.2145

No. 5
16
Properties=species:S:1:pos:R:3:forces:R:3 method="wB97M-V/def2-TZVPD" homo_energy_ev=-9.19 orbital_gap_ev=10.2949 fmax_ev_per_a=6.98 smiles=C1[C@H]2[C@H]3C[C@H](C3)N12 relative_energy_kcal_mol=132.40 charge=0
C 1.012 1.434 -0.373 2.0530 0.8082 1.0914
C 0.502 0.652 0.729 2.1617 2.9157 5.0433
C -0.967 -0.012 0.844 6.5398 -2.2481 -0.9175
C -0.129 -1.468 0.549 -0.5483 0.5644 0.4756
C 0.137 -0.722 -0.829 -0.6710 -1.9583 0.8644
C -1.227 -0.010 -0.580 -1.7732 -1.2014 -4.4911
N 1.289 -0.004 -0.362 0.0683 2.2716 2.2781
H 1.786 2.199 -0.175 0.0819 -1.0550 0.0522
H 0.504 1.739 -1.174 -2.5113 1.2031 -2.8916
H 1.256 1.008 1.706 -2.7796 -1.6811 -2.2870
H -1.598 0.019 1.667 -0.9876 0.6903 1.2650
H 0.907 -1.500 0.961 -1.2541 -0.7080 0.5917
H -0.781 -2.323 0.783 0.3297 -0.0001 -0.8471
H 0.598 -1.164 -1.676 -1.2335 -1.1349 -1.4412
H -2.019 -0.825 -0.978 1.4091 2.2172 0.9646
H -1.274 0.976 -1.092 -0.8848 -0.6836 0.2493

No. 6
60
Properties=species:S:1:pos:R:3:forces:R:3 method="wB97M-V/def2-TZVPD" homo_energy_ev="-4.64 / -4.65" multiplicity=6 orbital_gap_ev="6.3544 / 6.3694" fmax_ev_per_a=0.63 s2=8.760 charge=-1
Sm -0.406 0.042 -0.251 0.4102 0.4109 -0.2489
S -1.831 -2.064 4.385 -0.0476 -0.0179 -0.0382
Sb -0.737 -0.835 2.851 0.0052 -0.1449 0.5715
S -2.117 0.697 1.625 -0.0144 -0.1442 0.1834
S 0.108 -2.209 1.046 -0.0648 -0.1098 0.2038
S 1.057 0.445 3.562 0.0221 0.0225 -0.0490
C 3.151 -2.878 -5.498 -0.0228 0.0155 0.0362
O 2.190 -3.742 -6.072 -0.0473 0.0220 -0.0924
C 0.964 -3.218 -6.350 0.0338 0.0186 0.0740
C 0.017 -4.106 -6.853 0.0082 0.0231 0.0358
C -1.263 -3.665 -7.118 -0.0392 -0.0592 -0.0116
C -1.633 -2.351 -6.853 -0.0983 0.1032 -0.1178
C -0.672 -1.453 -6.418 0.0671 0.0287 0.0435
C 0.623 -1.880 -6.162 0.0114 -0.0651 -0.0294
N -3.001 -2.007 -7.154 0.0878 -0.2040 0.0429
N -3.690 -1.292 -6.410 -0.0211 0.1260 0.0063
C -3.195 -0.773 -5.169 -0.0451 0.0089 0.0523
C -3.354 0.575 -4.973 0.0150 0.0092 -0.0033
C -2.784 1.245 -3.880 0.1018 -0.0312 -0.1055
C -2.037 0.556 -2.938 0.0124 0.0369 0.0335
O -1.402 1.120 -1.952 -0.1478 0.0304 -0.3824
C -1.993 -0.883 -3.061 -0.0258 -0.0349 0.0535
N -1.373 -1.550 -2.045 -0.0200 0.0783 -0.0550
C -1.352 -2.862 -2.057 -0.0378 -0.0081 -0.0135
C -1.961 -3.615 -3.080 0.0312 0.0327 0.0490
C -2.571 -2.965 -4.111 -0.0199 0.0175 -0.0429
C -2.585 -1.552 -4.147 -0.0659 -0.0692 0.0036
H 4.049 -3.474 -5.358 -0.0090 0.0047 0.0038
H 2.813 -2.497 -4.531 0.0035 0.0266 0.0023
H 3.374 -2.035 -6.159 0.0226 0.0021 0.0020
H 0.303 -5.136 -7.017 0.0104 -0.0222 -0.0097
H -2.007 -4.346 -7.510 -0.0156 0.0027 -0.0059
H -0.934 -0.418 -6.239 0.0171 -0.0045 -0.0199
H 1.346 -1.170 -5.793 0.0504 0.0357 0.0202
H -3.894 1.134 -5.729 -0.0027 0.0180 0.0020
H -2.891 2.315 -3.769 -0.0113 0.0215 -0.0115
H -0.866 -3.338 -1.212 -0.0102 -0.0037 -0.0137
H -1.950 -4.695 -3.025 0.0097 -0.0116 0.0008
H -3.066 -3.524 -4.895 0.0075 0.0053 0.0051
O 1.329 1.577 0.749 -0.3300 -0.2970 0.0804
C 2.704 1.913 0.649 -0.0265 0.0847 -0.0756
C 3.632 0.725 0.860 0.0079 -0.0085 0.0247
C 3.272 -0.494 -0.003 -0.0665 -0.0192 0.0346
C 3.018 -0.112 -1.430 0.0255 -0.0111 0.0126
C 4.082 0.172 -2.286 0.0130 -0.0231 0.0110
C 3.836 0.617 -3.569 -0.0367 -0.0067 -0.0123
C 2.518 0.755 -3.985 0.0457 -0.0811 0.0296
C 1.517 0.426 -3.092 -0.0472 0.0487 -0.0950
N 1.748 0.014 -1.840 0.0914 0.1004 -0.1371
H 1.158 1.326 1.722 0.0551 0.0207 0.0298
H 2.932 2.690 1.385 0.0168 -0.0110 -0.0270
H 2.846 2.350 -0.344 0.0118 -0.0293 0.0000
H 3.592 0.417 1.906 -0.0007 0.0066 -0.0042
H 4.652 1.062 0.646 0.0157 -0.0076 -0.0162
H 2.392 -0.991 0.416 0.0366 0.0319 -0.0463
H 4.088 -1.219 0.034 0.0178 0.0120 0.0273
H 5.094 0.054 -1.920 0.0060 -0.0019 -0.0032
H 4.655 0.859 -4.235 0.0089 0.0034 -0.0058
H 2.266 1.109 -4.975 -0.0024 0.0041 -0.0206
H 0.477 0.516 -3.378 -0.0029 0.0135 0.0185